Entry from OMol25: an isolated molecule of C5H8O (wB97M-V/def2-TZVPD).

```
14
C5H8O (wB97M-V/def2-TZVPD)
C -1.331 0.638 0.822
C -0.673 -0.129 -0.323
C 0.650 0.517 -0.807
C 1.466 -0.447 0.088
C 0.194 -1.292 0.175
O -0.023 -2.450 0.411
H -2.196 0.101 1.221
H -0.624 0.794 1.644
H -1.661 1.623 0.474
H -1.406 -0.385 -1.093
H 0.836 0.312 -1.864
H 0.751 1.589 -0.619
H 2.357 -0.919 -0.331
H 1.705 -0.025 1.071
```

Properties
spin multiplicity = 1
Kohn-Sham gap = 10.461 eV
HOMO energy = -0.3461 hartree
SMILES = C[C@H]1CCC1=O
max |F| = 0.5 eV Å⁻¹
total energy = -7361.418 eV
energy relative to the best compared isomer or geometry (same formula, charge and spin) = 80.8 kJ/mol
LUMO = 1.04 eV

Calculated atomic charges, method Mulliken, unit e: atom 1 (C): -1.33, atom 2 (C): 0.34, atom 3 (C): -0.67, atom 4 (C): -0.55, atom 5 (C): 0.27, atom 6 (O): -0.57, atom 7 (H): 0.34, atom 8 (H): 0.31, atom 9 (H): 0.34, atom 10 (H): 0.37, atom 11 (H): 0.27, atom 12 (H): 0.31, atom 13 (H): 0.31, atom 14 (H): 0.23